# C4H11N3O2

A 2-piece molecular cluster, C4H11N3O2 overall in a non-equilibrium geometry (the ωB97M-V functional and the def2-TZVPD basis, OMol25).

Values from the calculation:
lowest unoccupied orbital energy	0.8459	eV
ΔE to the lowest compared entry with this formula, charge and spin	36.6	kcal/mol
SMILES	[H]/N=C(\N)NC.CC(=O)O

Atoms and positions in Å:
C  -1.2098  -0.4268  1.6811
C  -0.7802  1.7736  0.7559
N  -0.3448  0.7328  1.5696
N  -2.0970  2.1351  1.1339
N  0.0026  2.3417  -0.0303
H  0.5872  0.4714  1.8097
H  -1.8530  -0.5762  0.7998
H  -1.9816  -0.3861  2.4614
H  -2.3994  2.1443  2.0892
H  -2.8136  2.0718  0.4208
H  0.6285  0.2322  -1.3815
H  0.1113  3.3115  -0.2889
H  -0.6572  -1.3426  1.8753
C  1.4689  -2.8337  -1.8822
C  1.1437  -1.5525  -1.1694
O  1.1454  -1.4643  0.0363
O  1.0024  -0.4594  -1.9468
H  1.6381  -2.5395  -2.9219
H  0.5754  -3.4664  -1.9078
H  2.3240  -3.4038  -1.5748

Forces on the atoms, in the same order (eV/Å):
C -1.447 -0.516 0.292
C -0.198 0.122 2.801
N -1.539 -0.979 0.072
N -0.093 0.466 -1.532
N 2.147 -0.219 -1.147
H 0.767 0.722 -0.919
H 0.629 -0.028 -0.173
H 0.339 0.391 0.363
H 0.153 -0.504 0.054
H 0.242 0.378 0.322
H 0.223 0.549 0.277
H -1.369 -0.145 -0.023
H 0.273 0.143 -0.240
C -1.034 0.734 -1.975
C 1.428 0.121 1.254
O -0.461 -0.118 -0.061
O -0.535 -0.940 -0.333
H 0.048 -0.280 -0.063
H 0.169 0.011 0.236
H 0.256 0.090 0.794

Löwdin atomic charge list, values in e, 2 entries: C -0.139; C -0.584

# C11H10IrN3O9S2

C11H10IrN3O9S2 as an isolated structure in a non-equilibrium geometry (the ωB97M-V functional and the def2-TZVPD basis, OMol25).

Values from the calculation:
net charge	-1
lowest unoccupied orbital energy (alpha / beta)	2.7168 / 0.0717	eV
ΔE to the lowest compared entry with this formula, charge and spin	0.0	kcal/mol
spin multiplicity	2

Atoms and positions in Å:
Ir  -0.1773  0.1581  0.5710
N  0.5073  2.1496  0.7073
C  -0.0035  2.9125  -0.4516
C  -1.1319  2.1939  -1.1865
O  -1.8199  2.7244  -2.0285
N  -1.2234  0.8655  -0.8301
C  -2.0363  -0.0922  -1.5416
C  -2.0403  -1.4442  -0.7912
O  -2.7229  -2.3526  -1.2045
O  -1.2649  -1.5021  0.2629
H  0.1629  2.5335  1.5808
H  1.5273  2.1343  0.7431
H  0.8084  3.0135  -1.1715
H  -0.3405  3.9064  -0.1627
H  -1.6278  -0.2866  -2.5379
H  -3.0616  0.2570  -1.6659
O  2.5628  1.2143  2.2418
S  2.3853  -0.1961  2.4748
O  2.6034  -0.6641  3.8095
O  1.0425  -0.7092  1.9733
C  3.5708  -1.0570  1.4325
C  4.4587  -1.8676  2.1236
C  5.4425  -2.5842  1.4558
C  5.5388  -2.5009  0.0815
C  4.6524  -1.6983  -0.6241
C  3.6692  -0.9722  0.0316
S  2.6369  0.0153  -1.0570
O  3.0218  -0.3272  -2.3954
O  2.7782  1.4015  -0.6793
O  1.2430  -0.4991  -0.8036
H  4.3598  -1.9288  3.1973
H  6.1239  -3.2092  2.0187
H  6.2955  -3.0609  -0.4528
H  4.7038  -1.6275  -1.7004
N  -2.2284  1.1691  2.7030
C  -1.4522  0.7662  1.9496

Forces on the atoms, in the same order (eV/Å):
Ir -0.313 1.683 0.274
N 0.301 -0.178 -0.063
C -0.065 -0.071 -0.022
C 0.139 -0.059 0.168
O 0.029 -0.033 -0.021
N -0.034 -0.179 0.007
C -0.247 -0.347 -0.071
C 0.194 0.310 0.009
O -0.035 0.000 0.058
O 0.075 -0.690 -0.291
H 0.041 -0.008 0.003
H 0.036 0.101 -0.058
H 0.029 0.020 -0.010
H -0.009 -0.009 -0.016
H 0.015 0.115 0.019
H 0.016 0.050 0.011
O -0.087 0.172 -0.008
S -0.481 -0.362 -0.298
O 0.058 -0.069 0.121
O 0.507 0.073 0.269
C 0.003 -0.017 -0.117
C 0.012 -0.002 -0.037
C 0.000 -0.010 0.031
C -0.001 0.005 -0.030
C 0.007 -0.028 0.061
C 0.052 0.059 0.123
S -0.360 -0.234 -0.020
O 0.129 0.027 -0.055
O 0.036 0.114 0.028
O 0.103 -0.153 -0.060
H 0.007 -0.004 0.002
H -0.003 -0.002 0.000
H 0.002 0.005 0.000
H 0.010 -0.004 0.003
N 0.137 0.139 0.026
C -0.303 -0.414 -0.036

Löwdin atomic charge list, values in e, 2 entries: Ir 1.524; N -0.081

# C4H7NO2S

One molecule with the formula C4H7NO2S in a non-equilibrium geometry (the ωB97M-V functional and the def2-TZVPD basis, OMol25).

Values from the calculation:
lowest unoccupied orbital energy	0.7876	eV
ΔE to the lowest compared entry with this formula, charge and spin	67.7	kcal/mol
SMILES	O/N=C1/SCC[C@@H]1O

Atoms and positions in Å:
C  -0.2974  0.6754  0.7258
C  0.8213  -1.6013  0.9707
C  0.8821  -1.0666  -0.4634
C  -0.1380  0.0937  -0.6533
H  -2.3183  2.7291  0.1811
H  -0.0035  -2.2743  1.0736
H  1.7966  -2.0289  1.3605
H  1.8465  -0.6422  -0.6341
H  0.6480  -1.9228  -1.1559
H  -1.1049  -0.2670  -0.9462
H  -0.1124  1.8072  -1.5169
N  -1.1248  1.6505  0.9131
O  -1.8344  1.9784  -0.1756
O  0.3801  0.9706  -1.6350
S  0.5591  -0.1017  1.9556

Forces on the atoms, in the same order (eV/Å):
C -2.039 2.109 -1.617
C 1.326 0.794 0.026
C -1.209 -1.152 -0.620
C 1.436 -1.410 0.384
H -0.311 0.092 -0.488
H -0.352 -0.541 0.383
H -1.284 0.207 -0.732
H 0.713 0.134 -0.409
H 0.539 0.964 0.366
H -0.660 -0.357 -0.331
H 0.279 -0.478 -0.345
N 2.024 -1.792 2.819
O -0.703 0.945 -1.587
O -0.455 0.759 0.553
S 0.695 -0.275 1.599

Löwdin atomic charge list, values in e, 2 entries: C -0.608; C -0.437

# C2H6S2

One molecule with the formula C2H6S2 (the ωB97M-V functional and the def2-TZVPD basis, OMol25).

Values from the calculation:
lowest unoccupied orbital energy	0.7466	eV
ΔE to the lowest compared entry with this formula, charge and spin	3.7	kcal/mol
SMILES	CSSC

Atoms and positions in Å:
C  -0.9786  1.8650  -0.0291
S  0.5235  0.9697  0.4235
S  -0.2271  -0.9018  0.8623
C  0.9658  -1.8668  -0.0991
H  -0.6282  2.7731  -0.5064
H  -1.6766  1.3297  -0.6771
H  -1.5330  2.1018  0.8693
H  1.9599  -1.6372  0.2585
H  0.7736  -2.9237  0.0641
H  0.8206  -1.7098  -1.1659

Forces on the atoms, in the same order (eV/Å):
C -0.264 -0.188 0.116
S -0.153 -0.047 -0.056
S 0.127 -0.106 0.057
C -0.480 -0.230 -0.181
H -0.099 0.201 -0.080
H 0.485 -0.139 -0.176
H -0.026 0.268 0.196
H 0.236 0.031 -0.234
H -0.102 -0.101 0.330
H 0.276 0.313 0.027

Löwdin atomic charge list, values in e, 2 entries: C -0.495; S 0.429

# C45H48F3N5O

A 2-piece molecular cluster, C45H48F3N5O overall in a non-equilibrium geometry (the ωB97M-V functional and the def2-TZVPD basis, OMol25).

Values from the calculation:
lowest unoccupied orbital energy	-0.8866	eV

Atoms and positions in Å:
C  -3.8332  3.7125  5.4084
O  -3.2821  2.4407  5.8224
C  -1.9383  2.2763  5.7117
C  -1.3729  1.0363  6.1167
C  -0.0082  0.8672  6.0685
C  0.8631  1.8947  5.6084
C  2.2857  1.6587  5.5983
C  3.2359  2.6497  5.6283
C  4.6257  2.3411  5.5791
N  5.7693  2.0955  5.5356
C  2.9540  4.0307  5.8415
N  2.7975  5.1813  6.0237
C  0.2729  3.0856  5.1321
C  -1.0916  3.2911  5.2094
H  -4.8907  3.6083  5.6330
H  -3.4014  4.5525  5.9719
H  -3.6817  3.8860  4.3333
H  -2.0343  0.2469  6.4695
H  0.4302  -0.0754  6.4065
H  2.6192  0.6174  5.6211
H  0.8810  3.8694  4.6880
H  -1.5159  4.2416  4.8864
C  4.2212  0.6595  -3.3457
C  2.8371  0.3079  -3.8811
C  2.8838  -0.4849  -5.1876
C  1.9385  1.5446  -3.9842
C  2.2632  2.6145  -4.8191
C  1.4406  3.7393  -4.8845
C  0.2689  3.8025  -4.1276
C  -0.0937  2.7378  -3.3047
C  -1.3534  2.7672  -2.4408
C  -2.5785  3.3116  -3.1790
C  -1.1042  3.5043  -1.1297
C  0.7572  1.6282  -3.2427
N  0.4223  0.5507  -2.3466
N  -0.3297  -0.4915  -2.7562
N  -0.3260  -1.3475  -1.7045
C  -1.0657  -2.5823  -1.7980
C  -0.3937  -3.7321  -2.2381
C  1.0715  -3.6613  -2.6845
C  1.2288  -4.0027  -4.1676
C  1.9804  -4.5030  -1.7889
C  -1.0906  -4.9411  -2.2156
C  -2.4099  -4.9882  -1.7664
C  -3.0711  -3.8205  -1.3864
C  -2.4145  -2.5907  -1.4240
C  -3.1116  -1.2891  -1.0236
C  -3.1470  -1.1206  0.4939
C  -4.5110  -1.1500  -1.6308
C  0.3776  -0.8249  -0.6221
C  0.3601  -1.3982  0.6944
C  0.5818  -0.5507  1.8154
C  0.6229  -1.0508  3.1052
C  0.3748  -2.3989  3.3268
C  0.4277  -2.9172  4.7304
F  0.4003  -4.2743  4.7946
F  1.5659  -2.5013  5.3771
F  -0.6356  -2.4560  5.4744
C  0.0753  -3.2581  2.2711
C  0.0768  -2.7658  0.9772
C  0.9204  0.3877  -1.0385
C  1.7629  1.3193  -0.4742
H  4.1130  1.1707  -2.3814
H  4.8077  -0.2537  -3.1877
H  4.7668  1.3142  -4.0382
H  2.3645  -0.3435  -3.1376
H  1.8625  -0.7535  -5.4872
H  3.3497  0.0965  -5.9947
H  3.4541  -1.4123  -5.0450
H  3.1799  2.5590  -5.4115
H  1.7155  4.5768  -5.5299
H  -0.3724  4.6861  -4.1663
H  -1.5671  1.7157  -2.2021
H  -2.6973  2.7930  -4.1376
H  -3.4766  3.1270  -2.5765
H  -2.4962  4.3910  -3.3599
H  -0.2817  3.0297  -0.5797
H  -0.8353  4.5527  -1.3217
H  -2.0044  3.4795  -0.5034
H  1.3718  -2.6125  -2.5610
H  0.5841  -3.3462  -4.7660
H  2.2678  -3.8465  -4.4868
H  0.9531  -5.0473  -4.3662
H  1.9010  -4.1606  -0.7483
H  1.7095  -5.5673  -1.8311
H  3.0250  -4.3926  -2.1054
H  -0.5789  -5.8517  -2.5328
H  -2.9278  -5.9467  -1.7111
H  -4.1066  -3.8547  -1.0451
H  -2.4939  -0.4822  -1.4450
H  -2.1316  -1.1508  0.9095
H  -3.5983  -0.1563  0.7604
H  -3.7305  -1.9280  0.9591
H  -4.4771  -1.3464  -2.7088
H  -5.2220  -1.8404  -1.1589
H  -4.8720  -0.1248  -1.4805
H  0.7222  0.5124  1.6399
H  0.8562  -0.3869  3.9352
H  -0.1435  -4.3078  2.4485
H  -0.1373  -3.4556  0.1592
H  2.2039  1.0824  0.4848
H  2.0344  2.2002  -1.0509

Forces on the atoms, in the same order (eV/Å):
C 0.183 -0.491 0.146
O 0.465 0.350 -0.215
C 0.567 0.156 -0.067
C -0.604 0.718 -0.152
C 0.547 0.284 -0.094
C -1.124 -0.142 -0.159
C 0.681 0.874 0.148
C -0.694 -1.079 0.151
C 2.769 -0.771 -0.124
N -2.421 0.504 0.089
C -0.399 3.207 0.347
N 0.338 -2.907 -0.436
C 0.264 -0.291 0.231
C -0.583 -0.387 0.174
H 0.006 0.189 -0.086
H -0.113 -0.320 -0.041
H -0.051 -0.147 0.258
H 0.173 0.178 -0.067
H -0.174 0.235 -0.105
H 0.049 0.340 -0.111
H -0.107 -0.194 0.138
H 0.245 -0.345 0.004
C 0.044 0.149 0.084
C -0.406 0.078 0.209
C -0.134 0.067 -0.063
C 0.180 -0.370 -0.037
C -0.053 0.077 0.048
C -0.005 -0.045 0.037
C 0.118 -0.062 -0.048
C -0.197 -0.006 0.305
C 0.020 -0.357 -0.285
C 0.099 -0.086 -0.062
C 0.174 0.069 0.157
C -0.149 -0.064 -0.072
N -0.368 -1.040 0.289
N 0.278 -1.381 1.381
N 0.574 2.627 -1.205
C -0.221 -0.245 -0.373
C 0.304 0.154 -0.047
C -0.268 0.338 0.144
C -0.140 0.037 -0.042
C -0.032 -0.017 0.126
C -0.035 0.142 0.063
C 0.018 0.028 0.029
C 0.135 -0.041 -0.055
C -0.003 0.341 0.215
C 0.256 0.008 -0.248
C 0.147 -0.050 0.201
C 0.136 -0.057 -0.088
C -1.321 -1.820 -0.584
C -0.095 -0.671 1.541
C 0.131 -0.180 -0.603
C -0.048 -0.011 -0.250
C 0.023 -0.374 0.208
C -0.040 -0.098 0.479
F 0.010 0.934 0.104
F -0.904 -0.301 -0.281
F 0.870 -0.397 -0.346
C 0.063 0.380 -0.045
C 0.171 0.347 -0.521
C 1.130 2.443 -0.639
C -0.427 -0.715 -0.096
H 0.149 -0.081 -0.192
H -0.054 0.179 -0.063
H -0.061 -0.138 0.135
H 0.166 0.037 -0.086
H 0.234 0.031 -0.073
H -0.095 -0.156 0.130
H -0.060 0.211 -0.070
H -0.297 0.092 0.151
H -0.085 -0.267 0.197
H 0.235 -0.268 -0.068
H -0.081 0.293 0.021
H -0.056 0.186 0.113
H 0.146 0.130 -0.120
H -0.071 -0.208 0.003
H -0.173 0.167 -0.044
H -0.082 -0.184 0.068
H 0.133 0.049 -0.083
H 0.081 -0.240 -0.079
H 0.138 -0.205 0.030
H -0.221 -0.088 0.081
H 0.065 0.212 -0.005
H 0.090 -0.184 -0.201
H 0.110 0.221 0.020
H -0.198 -0.077 0.063
H -0.198 0.223 0.085
H 0.120 0.265 -0.054
H 0.266 -0.055 -0.151
H -0.250 -0.106 0.152
H -0.346 0.021 -0.006
H 0.039 -0.204 -0.030
H 0.091 0.198 -0.066
H -0.121 0.016 0.181
H 0.092 0.148 -0.141
H 0.008 -0.239 0.010
H 0.009 -0.227 0.100
H -0.160 -0.151 -0.196
H 0.081 0.218 0.009
H 0.120 0.240 0.444
H 0.111 0.376 -0.222
H 0.077 -0.229 0.301

Löwdin atomic charge list, values in e, 2 entries: C -0.059; O -0.075

# C3HClF2

A 2-piece molecular cluster, C3HClF2 overall in a non-equilibrium geometry (the ωB97M-V functional and the def2-TZVPD basis, OMol25).

Values from the calculation:
lowest unoccupied orbital energy (alpha / beta)	0.5888 / -2.1933	eV
ΔE to the lowest compared entry with this formula, charge and spin	6.4	kcal/mol
spin multiplicity	3

Atoms and positions in Å:
C  -0.6683  0.5594  0.4133
C  0.1551  1.7357  0.0087
C  0.6939  0.4682  0.0618
F  1.7133  -0.2540  -0.3263
F  -1.4274  -2.7065  0.3344
Cl  0.1871  3.2580  -0.6478
H  -0.6538  -3.0607  0.1560

Forces on the atoms, in the same order (eV/Å):
C 1.786 -1.164 -0.368
C 1.066 0.337 0.899
C -2.384 0.259 -0.493
F -0.446 0.407 0.483
F -3.483 1.608 0.811
Cl -0.028 0.165 -0.522
H 3.491 -1.614 -0.809

Löwdin atomic charge list, values in e, 2 entries: C 0.169; C -0.722

# C3H6OS2

One molecule with the formula C3H6OS2 in a non-equilibrium geometry (the ωB97M-V functional and the def2-TZVPD basis, OMol25).

Values from the calculation:
lowest unoccupied orbital energy	0.6208	eV
ΔE to the lowest compared entry with this formula, charge and spin	61.0	kcal/mol
SMILES	SC1(S)COC1

Atoms and positions in Å:
C  -0.3948  -1.4055  0.8891
C  -0.1621  0.6437  0.8303
C  -0.0514  -0.4104  -0.3449
O  -0.1081  -0.3859  1.8599
S  -1.3920  -0.1356  -1.5857
S  1.6531  -0.5910  -1.0687
H  -1.4803  -1.6239  0.7797
H  0.1790  -2.4579  0.8120
H  0.7068  1.2973  1.0189
H  -1.1404  1.0982  0.6766
H  -0.6571  0.8150  -1.9942
H  1.5793  0.6008  -1.4880

Forces on the atoms, in the same order (eV/Å):
C 0.446 -1.248 -2.743
C 1.210 -0.986 -0.288
C -0.005 -0.355 1.857
O -0.388 -0.688 -0.903
S -0.153 -1.920 1.092
S -1.163 -2.070 1.325
H 0.509 0.028 0.571
H -0.897 2.566 0.982
H -0.689 0.169 -0.437
H 0.099 0.395 0.768
H 0.773 1.870 -1.269
H 0.258 2.240 -0.955

Löwdin atomic charge list, values in e, 2 entries: C -0.218; C -0.220

# C6H6O2S2

One molecule with the formula C6H6O2S2 in a non-equilibrium geometry (the ωB97M-V functional and the def2-TZVPD basis, OMol25).

Values from the calculation:
lowest unoccupied orbital energy	0.3679	eV
ΔE to the lowest compared entry with this formula, charge and spin	17.9	kcal/mol
SMILES	OC1=C[C@@H]2SC(O)=C[C@@H]2S1

Atoms and positions in Å:
C  0.5483  0.9044  0.2536
C  1.4604  0.3522  -0.8202
C  -0.9023  0.5618  -0.1887
C  -1.4570  -0.5608  0.7833
C  0.8581  -0.0801  -1.9256
C  -0.7024  -0.7369  1.8445
O  1.5162  -0.6522  -2.9349
O  -0.9911  -1.4925  2.9232
S  0.7478  0.2809  1.9489
S  -0.9103  -0.0383  -1.9222
H  0.5381  1.9860  0.2243
H  2.6138  0.3501  -0.8331
H  -1.6788  1.4737  -0.0215
H  -2.4154  -0.9224  0.6285
H  1.1841  -0.1882  -3.7429
H  -0.4096  -1.2378  3.7828

Forces on the atoms, in the same order (eV/Å):
C -0.544 0.051 -1.215
C 1.762 0.030 0.025
C -2.850 -0.271 1.882
C 1.901 2.084 -1.424
C -0.226 0.024 1.803
C 0.514 0.653 0.778
O -0.311 0.650 -2.009
O 1.682 0.322 3.061
S 0.296 -0.003 -0.116
S 0.032 0.413 0.047
H 0.705 0.322 0.502
H -2.087 0.106 0.448
H 2.009 -1.871 -0.798
H -1.518 -0.899 -0.179
H 0.559 -0.859 0.496
H -1.926 -0.752 -3.301

Löwdin atomic charge list, values in e, 2 entries: C -0.575; C -0.114